The following is a quantum chemistry calculation of the molecule C6H14N2 in a non-equilibrium geometry, from the OMol25 dataset.

Bonds (Å) are listed after each position.
Atoms and positions in Å:
1 C -0.119 0.377 1.032  C2 1.515, C5 1.456, N7 1.676, H9 1.093
2 C -0.790 1.627 1.565  C1 1.515, H14 1.092, H15 1.091, H16 1.091
3 C -1.528 0.579 -1.122  C5 1.510, H17 1.093, H18 1.091, H19 1.104
4 C 1.253 -1.859 -0.020  C6 1.427, H20 1.086, H21 1.088
5 C -0.570 -0.180 -0.236  C1 1.456, C3 1.510, C6 1.402
6 C 0.146 -1.286 -0.714  C4 1.427, C5 1.402, N8 1.396
7 N 1.513 0.719 0.871  C1 1.676, H10 1.014, H11 1.017, H22 1.164
8 N -0.085 -1.722 -2.020  C6 1.396, H12 1.008, H13 1.007
9 H -0.031 -0.368 1.827  C1 1.093
10 H 1.626 1.470 0.199  N7 1.014
11 H 2.004 0.941 1.733  N7 1.017
12 H -0.380 -1.034 -2.694  N8 1.008
13 H 0.598 -2.364 -2.388  N8 1.007
14 H -0.321 1.959 2.493  C2 1.092
15 H -1.838 1.413 1.779  C2 1.091
16 H -0.755 2.445 0.843  C2 1.091
17 H -2.123 -0.103 -1.735  C3 1.093
18 H -2.254 1.153 -0.545  C3 1.091
19 H -1.044 1.293 -1.810  C3 1.104
20 H 1.781 -2.663 -0.524  C4 1.086
21 H 1.101 -2.082 1.034  C4 1.088
22 H 1.816 -0.316 0.432  N7 1.164

## Properties
max |F|: 1.14 eV/Å
E_HOMO: -6.17 eV
gap between HOMO and LUMO: 6.906 eV
DFT total energy: -346.43122 Eh
LUMO energy: 0.73 eV
net charge: 0

=====

The following is a quantum chemistry calculation of the molecule C6H14N2 in a non-equilibrium geometry, from the OMol25 dataset.

Bonds (Å) are listed after each position.
Atoms and positions in Å:
1 C -0.084 -1.238 -1.872  C2 1.317, H9 1.091, H10 1.085
2 C 0.070 -0.076 -1.272  C1 1.317, C3 1.492, N7 1.431
3 C 0.668 0.259 0.053  C2 1.492, C4 1.542, H11 1.190, H12 1.170
4 C 0.513 -0.918 1.037  C3 1.542, C5 1.653, N6 1.441, H13 1.109
5 C 1.387 -0.662 2.417  C4 1.653, H14 1.083, H15 1.071, H16 1.158
6 N -0.887 -1.174 1.262  C4 1.441, H17 0.970, H18 1.042
7 N -0.956 0.819 -1.714  C2 1.431, C8 1.443, H19 1.036
8 C -1.074 2.190 -1.280  N7 1.443, H20 1.052, H21 1.186, H22 1.147
9 H -0.643 -1.275 -2.808  C1 1.091
10 H 0.196 -2.188 -1.429  C1 1.085
11 H 0.474 1.257 0.672  C3 1.190
12 H 1.809 0.365 -0.183  C3 1.170
13 H 0.995 -1.844 0.662  C4 1.109
14 H 0.701 -0.317 3.181  C5 1.083
15 H 1.901 -1.529 2.778  C5 1.071
16 H 2.111 0.204 2.158  C5 1.158
17 H -1.168 -2.095 1.145  N6 0.970
18 H -1.504 -0.402 0.931  N6 1.042
19 H -1.308 0.623 -2.668  N7 1.036
20 H -1.952 2.739 -1.469  C8 1.052
21 H -0.144 2.905 -1.456  C8 1.186
22 H -1.106 2.358 -0.146  C8 1.147

## Properties
max |F|: 4.60 eV/Å
E_HOMO: -7.66 eV
gap between HOMO and LUMO: 8.659 eV
DFT total energy: -346.41817 Eh
LUMO energy: 1.00 eV
structure (SMILES): C=C(C[C@@H](C)N)NC
net charge: 0

=====

The following is a quantum chemistry calculation of the molecule C6H14N2 in a non-equilibrium geometry, from the OMol25 dataset.

Bonds (Å) are listed after each position.
Atoms and positions in Å:
1 C -1.456 0.095 -2.768  C2 1.524, H9 1.084, H10 1.085, H11 1.088
2 C -0.989 -0.417 -1.411  C1 1.524, C3 1.533, H12 1.094, H13 1.096
3 C 0.375 0.171 -1.032  C2 1.533, N4 1.435, N5 1.494, H14 1.098
4 N 0.262 1.589 -0.843  C3 1.435, H15 1.024, H16 1.013
5 N 0.925 -0.657 0.084  C3 1.494, C6 1.248
6 C 0.806 -0.471 1.312  N5 1.248, C7 1.580, C8 1.498
7 C 0.030 0.684 2.060  C6 1.580, H17 1.092, H18 1.091, H19 1.088
8 C 1.390 -1.481 2.252  C6 1.498, H20 1.084, H21 1.089, H22 1.090
9 H -1.428 1.179 -2.780  C1 1.084
10 H -0.810 -0.274 -3.558  C1 1.085
11 H -2.475 -0.232 -2.968  C1 1.088
12 H -0.909 -1.507 -1.414  C2 1.094
13 H -1.713 -0.134 -0.638  C2 1.096
14 H 1.087 0.000 -1.850  C3 1.098
15 H -0.363 1.804 -0.060  N4 1.024
16 H 1.166 2.003 -0.648  N4 1.013
17 H 0.442 1.680 1.889  C7 1.092
18 H -1.022 0.645 1.772  C7 1.091
19 H 0.101 0.518 3.132  C7 1.088
20 H 1.948 -2.223 1.692  C8 1.084
21 H 0.590 -1.976 2.802  C8 1.089
22 H 2.042 -0.993 2.975  C8 1.090

## Properties
max |F|: 1.89 eV/Å
E_HOMO: -8.61 eV
gap between HOMO and LUMO: 9.553 eV
DFT total energy: -346.50606 Eh
LUMO energy: 0.94 eV
structure (SMILES): CC[C@@H](N)N=C(C)C
net charge: 0

=====

The following is a quantum chemistry calculation of the molecule C6H14N2 in a non-equilibrium geometry, from the OMol25 dataset.

Bonds (Å) are listed after each position.
Atoms and positions in Å:
1 C -0.332 1.829 0.029  C5 1.498, N8 1.810, H9 1.086, H10 1.086
2 C 1.282 -0.620 -2.027  N6 1.451, H11 1.098, H12 1.090, H13 1.097
3 C -0.805 -2.157 -0.359  C7 1.511, H14 1.086, H15 1.094, H17 1.096
4 C -0.930 -0.890 1.833  C7 1.507, H16 1.093, H18 1.091, H19 1.097
5 C 0.711 2.639 0.736  C1 1.498, H20 1.091, H21 1.091, H22 1.096
6 N 0.937 0.435 -1.093  C2 1.451, N8 1.333
7 C -0.404 -0.926 0.421  C3 1.511, C4 1.507, N8 1.298
8 N 0.248 0.114 0.002  C1 1.810, N6 1.333, C7 1.298
9 H -1.240 1.639 0.594  C1 1.086
10 H -0.562 2.187 -0.971  C1 1.086
11 H 0.463 -0.903 -2.701  C2 1.098
12 H 2.098 -0.235 -2.637  C2 1.090
13 H 1.619 -1.526 -1.506  C2 1.097
14 H -0.628 -2.079 -1.428  C3 1.086
15 H -0.301 -3.049 0.023  C3 1.094
16 H -0.701 -1.828 2.345  C4 1.093
17 H -1.879 -2.328 -0.227  C3 1.096
18 H -0.484 -0.076 2.406  C4 1.091
19 H -2.022 -0.780 1.856  C4 1.097
20 H 1.652 2.577 0.185  C5 1.091
21 H 0.876 2.285 1.754  C5 1.091
22 H 0.401 3.690 0.767  C5 1.096

## Properties
max |F|: 4.05 eV/Å
E_HOMO (spin up / spin down): -6.78 / -6.78 eV
gap between HOMO and LUMO (spin up / spin down): 7.713 / 7.714 eV
DFT total energy: -346.36265 Eh
LUMO energy (spin up / spin down): 0.94 / 0.94 eV
net charge: 0

=====

The following is a quantum chemistry calculation of the molecule C6H14N2 in a non-equilibrium geometry, from the OMol25 dataset.

Bonds (Å) are listed after each position.
Atoms and positions in Å:
1 C 1.373 2.482 -1.602  C2 1.500, H9 1.134, H10 1.016, H11 1.168
2 C 0.502 1.262 -1.556  C1 1.500, N3 1.386, C4 1.327
3 N -0.535 1.154 -2.469  C2 1.386, H12 0.996, H13 1.076
4 C 0.725 0.511 -0.485  C2 1.327, C5 1.496, H14 1.136
5 C -0.007 -0.773 -0.256  C4 1.496, C6 1.529, H15 1.146, H16 1.078
6 C 0.122 -1.657 0.984  C5 1.529, C7 1.473, H17 1.125, H18 1.097
7 C -0.446 -1.076 2.212  C6 1.473, N8 1.437, H19 1.069, H20 1.125
8 N -1.715 -1.538 2.705  C7 1.437, H21 1.000, H22 0.963
9 H 1.363 3.166 -0.698  C1 1.134
10 H 2.369 2.351 -1.753  C1 1.016
11 H 0.934 3.113 -2.482  C1 1.168
12 H -0.307 0.588 -3.257  N3 0.996
13 H -1.528 1.367 -2.113  N3 1.076
14 H 1.538 0.735 0.277  C4 1.136
15 H -1.069 -0.656 -0.670  C5 1.146
16 H 0.290 -1.444 -1.046  C5 1.078
17 H 1.190 -1.896 1.246  C6 1.125
18 H -0.333 -2.623 0.733  C6 1.097
19 H -0.481 -0.015 2.091  C7 1.069
20 H 0.288 -1.340 3.023  C7 1.125
21 H -1.790 -2.520 2.882  N8 1.000
22 H -2.481 -1.193 2.234  N8 0.963

## Properties
max |F|: 5.05 eV/Å
E_HOMO: -8.56 eV
gap between HOMO and LUMO: 9.477 eV
DFT total energy: -346.43772 Eh
LUMO energy: 0.92 eV
structure (SMILES): C/C(N)=C/CCCN
net charge: 0

=====

The following is a quantum chemistry calculation of a cluster of 2 separate species, C6H14N2 in total in a non-equilibrium geometry, from the OMol25 dataset.

Bonds (Å) are listed after each position.
Atoms and positions in Å:
1 C -1.160 -2.516 1.556  C2 1.384, N4 1.370, H5 1.085
2 C -2.207 -3.187 2.164  C1 1.384, H6 1.080, H7 1.084
3 C -0.794 -0.544 2.673  N4 1.279, H8 1.084, H9 1.097
4 N -0.322 -1.616 2.159  C1 1.370, C3 1.279
5 H -0.931 -2.670 0.507  C1 1.085
6 H -2.461 -2.996 3.196  C2 1.080
7 H -2.754 -3.907 1.565  C2 1.084
8 H -0.162 0.198 3.147  C3 1.084
9 H -1.868 -0.328 2.630  C3 1.097
10 C 0.971 0.613 -2.045  C11 1.535, N13 1.458, H14 1.100, H15 1.104
11 C 1.040 1.996 -1.384  C10 1.535, C12 1.524, H16 1.096, H17 1.101
12 C 0.306 2.131 -0.055  C11 1.524, H18 1.098, H19 1.103, H20 1.086
13 N 1.696 0.573 -3.309  C10 1.458, H21 1.015, H22 1.016
14 H -0.100 0.417 -2.205  C10 1.100
15 H 1.316 -0.136 -1.312  C10 1.104
16 H 0.637 2.686 -2.134  C11 1.096
17 H 2.097 2.272 -1.249  C11 1.101
18 H 0.618 1.434 0.735  C12 1.098
19 H -0.780 2.018 -0.210  C12 1.103
20 H 0.470 3.128 0.343  C12 1.086
21 H 1.724 -0.381 -3.655  N13 1.015
22 H 2.664 0.814 -3.116  N13 1.016

## Properties
multiplicity: 2
max |F|: 3.03 eV/Å
E_HOMO (spin up / spin down): -11.69 / -11.68 eV
gap between HOMO and LUMO (spin up / spin down): 6.379 / 2.806 eV
DFT total energy: -346.12440 Eh
LUMO energy (spin up / spin down): -5.31 / -8.88 eV
net charge: +1